# C32H54N6O4

A 7-piece molecular cluster, C32H54N6O4 overall (ωB97M-V with the def2-TZVPD basis set, OMol25).

Cartesian coordinates (Å):
O: -6.845 1.942 -0.287
C: -5.821 1.948 0.317
O: -5.803 1.881 1.691
C: -4.462 1.973 -0.350
C: -3.275 2.532 0.450
C: -2.966 3.994 0.111
C: -3.934 4.971 0.785
C: -3.767 4.961 2.332
O: -3.675 6.347 2.747
C: -2.974 6.927 1.716
O: -1.998 7.578 1.877
C: -3.624 6.444 0.440
H: -6.305 2.627 2.050
H: -4.259 0.937 -0.653
H: -4.621 2.541 -1.272
H: -2.393 1.915 0.254
H: -3.479 2.445 1.521
H: -1.951 4.247 0.437
H: -3.012 4.140 -0.977
H: -4.954 4.763 0.439
H: -2.797 4.495 2.546
H: -4.548 4.458 2.902
H: -4.531 7.034 0.285
H: -2.944 6.596 -0.400
C: -5.440 -0.987 -3.606
C: -5.167 -2.486 -3.584
C: -4.759 -2.999 -2.197
C: -3.538 -2.340 -1.732
N: -2.573 -1.826 -1.381
H: -4.545 -0.420 -3.346
H: -5.758 -0.666 -4.598
H: -6.228 -0.717 -2.899
H: -4.379 -2.729 -4.300
H: -6.061 -3.029 -3.896
H: -4.584 -4.074 -2.207
H: -5.549 -2.797 -1.470
C: -1.306 -0.758 2.237
C: 0.120 -0.262 2.030
C: 0.497 0.851 3.014
C: -0.374 2.012 2.843
N: -1.043 2.922 2.633
H: -2.035 0.036 2.065
H: -1.530 -1.565 1.540
H: -1.449 -1.135 3.253
H: 0.243 0.098 1.008
H: 0.824 -1.084 2.156
H: 1.526 1.171 2.855
H: 0.411 0.502 4.045
C: 6.675 1.212 1.052
C: 5.713 2.225 0.446
C: 4.349 2.260 1.145
C: 3.674 0.962 1.089
N: 3.149 -0.058 1.021
H: 6.282 0.200 0.969
H: 7.635 1.241 0.538
H: 6.855 1.414 2.110
H: 5.561 1.995 -0.611
H: 6.137 3.230 0.492
H: 3.698 2.997 0.671
H: 4.454 2.537 2.196
C: 2.575 -0.198 -2.460
C: 2.764 -1.266 -3.528
C: 4.226 -1.711 -3.651
C: 5.121 -0.609 -4.005
N: 5.826 0.256 -4.279
H: 3.119 0.715 -2.711
H: 1.521 0.061 -2.358
H: 2.929 -0.547 -1.490
H: 2.410 -0.898 -4.493
H: 2.166 -2.145 -3.284
H: 4.334 -2.490 -4.408
H: 4.570 -2.123 -2.699
C: 7.196 -3.232 -1.751
C: 8.338 -2.226 -1.821
C: 9.240 -2.261 -0.580
C: 8.498 -1.941 0.639
N: 7.895 -1.646 1.571
H: 6.531 -3.019 -0.913
H: 6.603 -3.199 -2.666
H: 7.572 -4.250 -1.635
H: 7.936 -1.218 -1.944
H: 8.957 -2.428 -2.696
H: 10.052 -1.539 -0.677
H: 9.688 -3.249 -0.458
C: -2.781 -4.639 3.177
C: -4.003 -3.846 2.730
C: -4.955 -4.684 1.868
C: -4.305 -5.155 0.645
N: -3.788 -5.503 -0.320
H: -2.185 -4.961 2.321
H: -2.141 -4.032 3.816
H: -3.073 -5.527 3.741
H: -3.691 -2.962 2.170
H: -4.557 -3.493 3.601
H: -5.834 -4.106 1.579
H: -5.301 -5.556 2.426

Values from the calculation:
- spin multiplicity = 1
- strongest force on any atom (Eh/bohr) = 0.0162
- E (eV) = -51189.9726
- SMILES = O=C(O)CCC[C@H]1COC(=O)C1.CCCC#N.CCCC#N.CCCC#N.CCCC#N.CCCC#N.CCCC#N
- energy above the lowest of the compared OMol25 structures with the same formula, charge and spin (kJ/mol) = 0.0
- E_LUMO (eV) = 0.43

Löwdin charges in e:
1 O 0.121
2 C -0.518
3 O 0.066
4 C -0.089
5 C -0.201
6 C -0.177
7 C -0.269
8 C -0.110
9 O 0.001
10 C -0.488
11 O 0.158
12 C -0.040
13 H 0.118
14 H 0.117
15 H 0.125
16 H 0.103
17 H 0.090
18 H 0.110
19 H 0.119
20 H 0.140
21 H 0.086
22 H 0.123
23 H 0.131
24 H 0.128
25 C -0.109
26 C -0.257
27 C -0.204
28 C -0.248
29 N 0.150
30 H 0.066
31 H 0.072
32 H 0.077
33 H 0.112
34 H 0.108
35 H 0.087
36 H 0.118
37 C -0.108
38 C -0.268
39 C -0.180
40 C -0.188
41 N 0.192
42 H 0.060
43 H 0.056
44 H 0.074
45 H 0.103
46 H 0.097
47 H 0.090
48 H 0.123
49 C -0.126
50 C -0.253
51 C -0.181
52 C -0.214
53 N 0.180
54 H 0.040
55 H 0.069
56 H 0.080
57 H 0.108
58 H 0.109
59 H 0.120
60 H 0.122
61 C -0.111
62 C -0.253
63 C -0.199
64 C -0.244
65 N 0.143
66 H 0.070
67 H 0.074
68 H 0.044
69 H 0.111
70 H 0.110
71 H 0.119
72 H 0.101
73 C -0.106
74 C -0.253
75 C -0.186
76 C -0.224
77 N 0.163
78 H 0.074
79 H 0.054
80 H 0.079
81 H 0.105
82 H 0.110
83 H 0.118
84 H 0.120
85 C -0.106
86 C -0.257
87 C -0.184
88 C -0.225
89 N 0.164
90 H 0.074
91 H 0.068
92 H 0.077
93 H 0.098
94 H 0.110
95 H 0.117
96 H 0.121

# C3H5NO2

C3H5NO2 as an isolated structure (ωB97M-V with the def2-TZVPD basis set, OMol25).

Cartesian coordinates (Å):
O: 0.322 1.304 1.920
C: 0.700 0.319 -0.612
C: 1.066 -0.946 -0.394
O: -0.222 -1.523 -0.329
C: -0.684 -0.205 -0.611
N: -1.833 0.216 -0.852
H: -0.585 1.268 1.591
H: 1.129 1.305 -0.658
H: 1.949 -1.558 -0.256
H: 0.658 0.419 1.718
H: -2.528 -0.531 -0.868

Values from the calculation:
- spin multiplicity = 1
- strongest force on any atom (Eh/bohr) = 0.0149
- E (eV) = -8774.6570
- energy above the lowest of the compared OMol25 structures with the same formula, charge and spin (kJ/mol) = 293.1
- E_LUMO (eV) = 0.39

Löwdin charges in e:
1 O -0.061
2 C -0.003
3 C -0.071
4 O 0.002
5 C -0.444
6 N 0.201
7 H 0.035
8 H 0.113
9 H 0.129
10 H 0.021
11 H 0.078

# C2H4F2S2

A 2-piece molecular cluster, C2H4F2S2 overall in a non-equilibrium geometry (ωB97M-V with the def2-TZVPD basis set, OMol25).

Cartesian coordinates (Å):
C: 0.400 0.547 -0.655
C: -1.282 -0.920 -0.315
F: -2.365 -0.317 -0.697
F: -1.057 -1.979 -1.195
S: 3.037 -0.352 0.617
S: 1.907 -0.459 -1.064
H: 0.151 1.411 -1.359
H: 0.557 1.093 0.331
H: -1.101 -1.128 0.822
H: 2.451 -1.416 1.201

Values from the calculation:
- spin multiplicity = 1
- strongest force on any atom (Eh/bohr) = 0.0924
- E (eV) = -29241.3256
- energy above the lowest of the compared OMol25 structures with the same formula, charge and spin (kJ/mol) = 233.9
- E_LUMO (eV) = 0.50

Löwdin charges in e:
1 C -0.432
2 C -0.251
3 F 0.079
4 F -0.013
5 S 0.286
6 S 0.316
7 H 0.037
8 H 0.018
9 H 0.156
10 H -0.196

# C6H13NO

A 2-piece molecular cluster, C6H13NO overall in a non-equilibrium geometry (ωB97M-V with the def2-TZVPD basis set, OMol25).

Cartesian coordinates (Å):
C: -2.505 -0.460 -1.135
C: -2.164 0.555 -0.027
N: 1.491 1.379 0.300
C: 0.124 1.528 0.558
C: -0.720 0.457 0.504
C: -0.092 -0.841 0.620
C: -0.490 -2.034 0.051
H: -3.257 -0.122 -1.883
H: -3.095 -1.347 -0.877
H: -1.511 -0.660 -1.528
H: -2.974 0.561 0.742
H: -2.252 1.581 -0.446
H: 1.741 1.706 -0.639
H: 2.005 2.041 0.888
H: -0.196 2.540 0.782
H: 0.911 -0.686 0.960
H: -0.153 -3.050 0.179
H: -1.584 -1.779 0.760
H: 3.578 -1.418 -0.211
H: 2.649 -0.156 -0.217
O: 3.508 -0.502 -0.489

Values from the calculation:
- spin multiplicity = 2
- total charge = +1
- strongest force on any atom (Eh/bohr) = 0.1279
- E (eV) = -9957.8599
- energy above the lowest of the compared OMol25 structures with the same formula, charge and spin (kJ/mol) = 434.1
- E_LUMO (alpha / beta) (eV) = -5.56 / -7.46

Löwdin charges in e:
1 C -0.102
2 C -0.178
3 N 0.069
4 C -0.034
5 C -0.175
6 C -0.075
7 C 0.186
8 H 0.103
9 H 0.083
10 H 0.072
11 H 0.137
12 H 0.121
13 H 0.149
14 H 0.132
15 H 0.149
16 H 0.103
17 H 0.098
18 H 0.222
19 H 0.038
20 H -0.041
21 O -0.057

# C2H4N2O2

A single C2H4N2O2 molecule in a non-equilibrium geometry (ωB97M-V with the def2-TZVPD basis set, OMol25).

Cartesian coordinates (Å):
H: 0.069 -2.031 -0.897
N: 0.596 -1.200 -0.849
C: -0.178 -0.247 -0.523
N: -1.480 -0.305 -0.112
O: 0.416 0.970 -0.345
C: 1.311 1.155 0.762
O: 1.426 0.369 1.610
H: -2.074 0.570 -0.203
H: -1.932 -1.312 -0.106
H: 1.846 2.032 0.664

Values from the calculation:
- spin multiplicity = 1
- strongest force on any atom (Eh/bohr) = 0.0743
- E (eV) = -9213.2925
- SMILES = [H]/N=C(\N)OC=O
- energy above the lowest of the compared OMol25 structures with the same formula, charge and spin (kJ/mol) = 186.3
- E_LUMO (eV) = 0.70

Löwdin charges in e:
1 H 0.026
2 N 0.164
3 C -0.605
4 N 0.114
5 O 0.005
6 C -0.259
7 O 0.144
8 H 0.130
9 H 0.162
10 H 0.120

# C5H13N3

A single C5H13N3 molecule in a non-equilibrium geometry (ωB97M-V with the def2-TZVPD basis set, OMol25).

Cartesian coordinates (Å):
C: 0.914 -1.608 0.985
C: 0.204 -0.641 0.452
C: -1.525 -1.059 0.045
C: -2.626 -0.036 0.240
C: 0.351 0.751 0.154
N: 0.128 1.238 -1.163
N: 2.095 0.875 0.548
N: 2.920 0.710 -0.579
H: 1.907 -1.434 1.367
H: 0.525 -2.614 1.044
H: -1.458 -1.390 -0.992
H: -1.718 -1.920 0.685
H: -2.543 0.804 -0.451
H: -2.626 0.347 1.262
H: -3.614 -0.467 0.049
H: -0.118 1.396 0.898
H: 0.252 0.537 -1.883
H: -0.750 1.726 -1.269
H: 2.170 1.854 0.817
H: 2.953 -0.278 -0.809
H: 2.557 1.207 -1.398

Values from the calculation:
- spin multiplicity = 1
- strongest force on any atom (Eh/bohr) = 0.1223
- E (eV) = -9862.7911
- SMILES = C=C(CC)[C@H](N)NN
- energy above the lowest of the compared OMol25 structures with the same formula, charge and spin (kJ/mol) = 345.0
- E_LUMO (eV) = 0.87

Löwdin charges in e:
1 C 0.029
2 C -0.226
3 C -0.160
4 C -0.144
5 C -0.326
6 N 0.056
7 N -0.107
8 N -0.062
9 H 0.055
10 H 0.060
11 H 0.080
12 H 0.077
13 H 0.049
14 H 0.074
15 H 0.072
16 H 0.140
17 H 0.087
18 H 0.070
19 H 0.068
20 H 0.057
21 H 0.052